[1]
The following is a quantum chemistry calculation of 18 unconnected molecules or ions with the total composition C6H41O17S, from the OMol25 dataset.

Energy = -52521.8454 eV
Gap between HOMO and LUMO = 9.25 eV
Total charge = +1
HOMO energy = -13.232 eV

```
65
Properties=species:S:1:pos:R:3:forces:R:3
S 2.32249 0.09415 -0.41067 -1.0 0.0 0.1
C 0.51831 0.23168 -0.92991 -1.3 -0.4 -0.9
C -0.02064 1.56569 -1.14226 -1.5 -2.0 -0.7
C -1.42372 1.65118 -1.60547 1.4 -2.1 0.6
C -2.20709 0.42407 -1.81667 2.2 0.1 0.5
C -1.61019 -0.90420 -1.58704 1.7 1.7 0.7
C -0.20739 -1.03484 -1.11756 -1.5 2.3 -0.8
H 2.92763 1.20307 -0.99639 0.1 -1.1 -0.1
H 2.72811 -1.05355 -1.07916 -0.1 1.1 -0.2
H 0.60758 2.47445 -0.98677 -0.7 -0.8 -0.2
H -1.82882 2.67078 -1.76794 0.2 -1.0 0.1
H -3.24941 0.53691 -2.19101 1.0 -0.3 0.4
H -2.16407 -1.85728 -1.74174 0.3 1.1 0.0
H 0.22627 -2.06507 -0.94529 -0.3 1.4 -0.2
O 0.80803 -3.84906 -0.46441 -0.1 -0.3 0.2
H 0.21682 -4.54543 -0.78619 0.1 0.1 -0.3
H 1.14145 -4.19087 0.37471 0.0 0.1 0.0
O -0.38142 -5.02349 -3.36647 0.1 0.1 0.4
H -0.88588 -4.37197 -3.86973 0.1 0.0 -0.1
H 0.52799 -4.70911 -3.41906 -0.1 -0.1 -0.1
O 1.89925 -0.65698 -4.08466 -0.1 0.1 0.4
H 1.24405 -0.37773 -3.43115 -0.1 0.0 -0.2
H 2.24640 0.16962 -4.44201 0.0 -0.1 -0.1
O -0.73515 -2.56009 -4.94555 0.1 0.3 0.1
H -1.23552 -1.90530 -5.44550 0.0 -0.2 0.0
H 0.17810 -2.24535 -4.98589 0.0 0.0 0.0
O 0.57600 1.86843 1.92793 0.9 0.2 -0.2
H 0.81586 1.38679 1.12885 -0.3 0.3 0.3
H -0.26601 1.47847 2.17807 -0.9 -0.4 0.0
O -0.26330 3.93759 3.80637 -0.3 0.0 -0.2
H -0.01994 3.44173 3.01378 0.2 0.0 0.2
H -1.11176 3.56280 4.06956 0.1 0.1 0.1
O 4.92251 2.06233 -0.33137 -0.3 0.0 -0.2
H 4.87364 3.02341 -0.26585 0.1 -0.1 0.0
H 5.51275 1.80807 0.39290 -0.2 0.0 0.1
O -2.07781 4.02672 0.29769 0.1 0.0 0.0
H -2.13877 4.98785 0.35790 -0.1 -0.1 0.0
H -1.50463 3.78249 1.03601 -0.1 0.0 0.0
O 5.79974 -1.54565 0.37600 -0.3 0.0 0.2
H 5.48158 -1.80719 1.25026 -0.1 0.2 0.0
H 5.00752 -1.23578 -0.07495 0.3 -0.1 0.0
O 1.38561 -1.17297 2.86263 0.1 0.0 -0.2
H 1.79554 -0.68452 2.14195 0.0 0.1 0.3
H 0.55969 -0.70120 3.02712 0.0 -0.1 0.0
O -4.43860 1.35545 0.38976 0.3 0.2 0.0
H -5.12612 1.64125 1.00965 -0.3 -0.1 0.0
H -4.07461 2.18276 0.04587 0.0 0.0 0.1
O -6.87260 -0.42291 -0.95549 0.1 0.1 -0.2
H -7.34304 0.23194 -1.48338 0.0 -0.1 0.0
H -5.96134 -0.10411 -0.94328 -0.1 0.0 0.2
O -1.58680 -1.89179 1.76544 0.1 -0.3 0.0
H -1.44680 -2.80276 2.05098 0.0 0.1 0.0
H -1.28332 -1.87511 0.84917 -0.1 0.0 0.2
O -7.02568 2.16745 2.08223 0.0 0.1 0.0
H -7.38049 1.91220 2.94141 0.1 0.0 -0.1
H -7.79731 2.46937 1.58961 0.1 -0.1 0.0
O 4.95409 1.90303 2.55394 -0.2 -0.2 0.0
H 5.16853 1.37443 3.33205 0.1 0.1 0.0
H 4.01273 2.09155 2.65280 0.1 0.1 0.0
O 7.28968 -3.80416 1.98259 -0.1 0.2 0.1
H 6.79821 -3.13896 1.48890 0.3 -0.2 -0.2
H 8.20144 -3.49247 1.95355 -0.1 -0.1 0.0
O -1.98176 0.84860 2.16022 0.6 0.3 0.8
H -2.71838 1.00801 1.57736 -0.8 0.1 -0.7
H -2.37926 0.45555 2.94557 0.1 -0.2 -0.1
```
Forces are in eV/Å.



[2]
The following is a quantum chemistry calculation of 2 unconnected molecules or ions with the total composition HN3O4, from the OMol25 dataset.

Energy = -12668.0690 eV
Gap between HOMO and LUMO (spin up / spin down) = 7.91 / 7.92 eV
HOMO energy (spin up / spin down) = -9.733 / -9.736 eV
Energy above the lowest of the compared OMol25 structures with the same formula, charge and spin = 255.4 kJ/mol

```
8
Properties=species:S:1:pos:R:3:forces:R:3
N -1.28853 -2.36939 -0.22950 0.6 0.5 -0.5
N 0.10080 -1.17048 0.58742 -0.2 -4.2 -0.5
N -0.38048 -0.44697 1.64108 0.0 1.3 -0.5
O 0.46646 -0.52170 -0.52365 1.4 -1.9 0.1
O -0.69726 -1.05701 2.63271 -0.1 -0.3 -0.2
O -0.39158 0.77026 1.49372 -0.2 0.3 0.0
O -1.14754 -2.30467 -1.34283 0.1 0.3 1.7
H 0.02312 0.26902 -0.44057 -1.6 4.0 -0.2
```
Forces are in eV/Å.



[3]
The following is a quantum chemistry calculation of C4H7NS3 in the gas phase, from the OMol25 dataset.

Energy = -38254.3037 eV
SMILES string = C1=N\SCSCSC/1
Gap between HOMO and LUMO = 9.08 eV
HOMO energy = -8.817 eV
Energy above the lowest of the compared OMol25 structures with the same formula, charge and spin = 272.4 kJ/mol

```
15
Properties=species:S:1:pos:R:3:forces:R:3
C -1.19842 1.19056 0.92146 -1.7 -0.1 0.0
C 0.63524 1.07061 -1.20360 0.5 2.0 0.8
C 0.21715 -1.95740 -0.30047 -2.9 -0.2 -2.1
C 0.59236 -1.01987 0.86941 2.1 0.8 -0.4
H -1.80028 1.82667 1.69036 0.6 -1.2 -1.7
H -1.76244 0.76533 0.02194 0.0 0.8 1.7
H 1.68646 0.84885 -0.81785 -1.5 0.3 -1.5
H 0.44927 1.97756 -1.80589 1.6 -0.9 -1.3
H 0.02256 -3.06157 0.02880 0.6 2.0 -0.8
H 1.42928 -0.20878 0.67640 -1.8 -1.9 0.3
H 0.99381 -1.65907 1.65196 0.5 -0.3 -0.2
N -0.27389 -1.67938 -1.52620 2.1 -0.1 3.9
S -0.04968 2.29253 0.09975 0.0 -1.6 1.0
S -0.25939 -0.11753 -2.20002 0.1 -0.4 0.8
S -0.68202 -0.26850 1.89397 -0.2 0.7 -0.3
```
Forces are in eV/Å.



[4]
The following is a quantum chemistry calculation of a molecular structure, C25H35F9HfO15, from the OMol25 dataset.

Energy = -82934.7488 eV
Gap between HOMO and LUMO = 1.44 eV
Total charge = +2
HOMO energy = -13.605 eV

```
85
Properties=species:S:1:pos:R:3:forces:R:3
Hf 0.12756 4.39000 2.11334 0.1 -1.4 -0.5
C -4.79105 2.34748 2.59335 2.0 0.5 0.5
O -4.51361 1.56785 1.44294 0.0 0.8 0.8
O -3.51542 2.97160 2.90453 -3.7 -1.5 -1.2
C -6.18331 3.22071 2.43812 -0.3 0.3 0.4
F -6.68234 3.72609 3.60280 1.7 -0.1 -1.4
F -6.04052 4.14600 1.49080 -0.2 -0.3 0.8
F -7.08707 2.31773 2.07463 0.5 -0.1 -0.6
C -4.20818 0.16033 1.68078 -0.6 -0.6 0.6
C -4.10703 -0.55448 0.39314 0.5 0.7 -2.1
H -4.63767 -1.50617 0.42166 0.6 -0.1 0.0
H -4.59582 0.01714 -0.39580 -0.6 0.1 0.2
H -3.10395 -0.55389 -0.03341 0.2 -0.8 0.4
H -5.06025 -0.33087 2.15066 -0.3 0.7 0.6
H -3.34981 -0.00379 2.33220 0.1 0.5 0.0
H -5.14258 1.66837 3.37010 0.3 -0.1 0.7
O 1.93693 -0.01407 -0.75666 -0.5 1.0 1.4
C 1.54639 1.02276 -0.04873 -1.6 -0.2 0.6
O 1.84938 2.17172 -0.31660 2.1 3.0 -1.7
O 0.72804 1.10516 0.88587 -1.9 -1.6 2.4
H 2.43637 0.60429 -1.29497 1.5 -0.9 -2.1
O -2.33854 3.94078 -1.47036 -0.4 -0.3 -1.9
C -2.79724 3.79574 -2.62943 -1.6 1.8 5.5
O -2.14592 3.37952 -3.59640 2.5 -1.6 -2.8
C -2.95329 3.23590 -4.77840 0.0 -0.8 -1.6
C -4.32007 3.82317 -4.47887 -0.4 0.6 0.0
C -4.22376 4.09674 -2.98982 -0.4 0.6 0.7
H -3.01264 2.18772 -5.07154 0.2 -0.2 0.5
H -2.39503 3.70294 -5.58977 -0.2 0.3 0.2
H -5.19571 3.21321 -4.70089 0.4 -0.4 -0.2
H -4.45853 4.73431 -5.06091 0.0 0.1 0.2
H -4.85154 3.50017 -2.32793 -0.1 -0.2 -0.2
H -4.45062 5.12840 -2.72090 0.1 0.0 0.0
O 2.91345 8.33486 -3.97732 0.5 -1.1 -1.3
C 3.40047 7.27950 -4.33655 -1.0 0.7 2.4
O 2.68177 6.28884 -4.90703 0.3 -0.8 0.2
C 3.34439 4.99213 -4.68097 0.1 0.3 -0.5
C 4.58503 5.25815 -3.87016 1.3 -0.5 0.2
C 4.74921 6.77393 -3.87291 0.3 -0.4 -0.2
H 3.62190 4.58612 -5.65373 -0.5 0.0 0.0
H 2.74493 4.29507 -4.09543 -0.7 0.3 -0.6
H 5.43371 4.71554 -4.28662 0.1 0.4 -0.5
H 4.57267 4.77006 -2.89563 -0.6 0.6 0.4
H 5.48286 7.08458 -4.61679 0.2 0.1 0.2
H 5.00273 7.16429 -2.88729 0.0 0.3 -0.3
O 0.67022 1.78171 5.52850 0.4 0.1 -0.1
C 0.89038 0.87684 6.30438 -1.2 1.5 0.6
O 0.61218 1.05050 7.63133 0.4 -0.6 -0.7
C 0.52423 -0.23222 8.32559 0.1 -0.3 -2.1
C 0.94212 -1.27429 7.23387 1.1 -0.5 -0.2
C 1.34229 -0.49164 5.95641 -0.7 0.1 0.8
H -0.54046 -0.42378 8.45912 0.2 0.3 0.9
H 1.15685 -0.22082 9.21315 -0.4 0.1 -0.1
H 0.11167 -1.95157 7.03450 0.1 0.0 0.0
H 1.80126 -1.88222 7.51742 -0.2 -0.1 0.3
H 0.80446 -0.78368 5.05444 0.1 -0.1 0.1
H 2.39713 -0.39430 5.69960 0.1 -0.5 0.3
C 0.52370 -4.86150 2.54747 -1.1 0.1 0.8
C 1.62501 -5.84705 2.58904 2.4 -0.7 -0.6
O 1.47907 -7.05607 3.40454 -0.4 0.4 1.0
C 1.81847 -7.00073 4.70085 1.4 3.9 1.2
O 2.39920 -6.04689 5.26862 -1.9 -3.0 -1.9
C 1.44302 -8.23526 5.53714 0.7 -2.1 -0.4
F 2.52798 -9.05335 5.57020 0.3 0.8 0.4
F 1.07140 -7.95326 6.78006 0.2 0.4 -0.5
F 0.53051 -9.02817 4.98071 -1.0 0.7 -0.2
H 0.86044 -3.93982 2.07290 0.0 -0.3 -0.7
H 0.21244 -4.47620 3.51843 0.0 -0.5 0.3
H -0.32262 -5.34884 2.06338 -0.2 0.6 -0.1
H 2.58344 -5.36547 2.78290 0.0 -0.1 0.7
H 1.81395 -6.25461 1.59591 -0.4 -0.2 0.0
C 0.42967 -5.23602 -5.02655 1.6 -2.1 -0.9
C 0.90481 -3.83177 -4.90590 -3.2 1.4 -1.0
O 2.21370 -3.63184 -4.56474 3.9 0.1 1.1
C 2.96602 -2.67616 -5.14778 -3.5 1.5 -3.6
O 2.57353 -1.92808 -6.05953 1.0 -2.1 2.4
C 4.33341 -2.41600 -4.58881 1.2 -0.6 0.1
F 4.41566 -3.11567 -3.41246 1.1 0.9 -1.4
F 5.35898 -2.70446 -5.52132 -2.2 0.3 2.6
F 4.38880 -1.09432 -4.32765 0.5 -0.9 0.2
H 0.52562 -5.88104 -4.15315 -0.2 0.5 0.4
H 1.11520 -5.71307 -5.72697 0.1 -0.3 -0.2
H -0.53442 -5.43454 -5.49476 -0.2 0.8 0.3
H 0.27074 -3.37645 -4.14516 0.1 0.6 0.1
H 0.76333 -3.30319 -5.84861 -0.5 0.0 0.0
```
Forces are in eV/Å.